{"formula": "C5H4S3", "method": "ωB97M-V with the def2-TZVPD basis set", "de_lowest_kcal_mol": 42.0, "smiles": "S=CC1=CCC(=S)S1", "homo_lumo_gap_ha": 0.2740, "e_tot_ha": -1387.3906, "species": ["C", "S", "S", "H", "S", "H", "C", "H", "H", "C", "C", "C"], "positions_angstrom": [[-0.9216, 0.2903, 0.0206], [-0.3072, 0.8054, -1.5219], [-3.3204, 1.3000, -0.2758], [-0.1136, -0.8770, 1.7011], [2.3562, -0.1191, -2.3838], [2.1809, 0.4626, 0.5181], [-2.2412, 0.3522, 0.5232], [-2.5153, -0.3298, 1.4654], [2.2477, -1.1423, 0.2787], [1.2777, 0.0384, -1.2195], [-0.0339, -0.4926, 0.7455], [1.3906, -0.2880, 0.1482]], "forces_ev_per_a": [[2.0, -3.3, 2.2], [0.1, 0.2, -0.2], [0.2, -0.6, 0.9], [-0.7, -0.8, 1.7], [0.7, -0.1, -0.7], [-1.9, -0.1, 0.4], [-2.5, 0.0, 0.5], [0.7, 1.7, -2.1], [-2.5, 1.1, -0.4], [-1.3, 1.2, -2.3], [2.4, 3.6, -2.9], [2.9, -2.9, 3.0]], "mulliken_charge": [0.6208, -0.0471, -0.2469, 0.3920, -0.2609, 0.2778, -0.2155, 0.2266, 0.3216, 0.1556, -0.7615, -0.4625]}

{"formula": "C5H10NO", "method": "ωB97M-V with the def2-TZVPD basis set", "de_lowest_kcal_mol": 51.0, "homo_lumo_gap_ha": [0.1783, 0.3526], "multiplicity": 2, "e_tot_ha": -326.3380, "s2": 0.7540, "species": ["C", "H", "H", "H", "H", "O", "C", "H", "H", "H", "C", "H", "H", "N", "C", "H", "C"], "positions_angstrom": [[-0.0172, -0.4085, -0.6282], [2.0640, 0.4502, 1.0100], [-0.4333, -1.5546, 1.3998], [0.1252, 3.0198, -0.1632], [-1.3972, -2.8139, -1.1338], [0.8953, 1.1942, 2.4565], [1.0722, 0.8578, 1.3137], [1.3208, 1.9739, -0.9809], [-0.1314, 2.0589, -1.6303], [-1.0015, 0.9251, 0.6325], [-1.1341, -2.6335, -0.0916], [-1.4123, -3.4244, 0.5818], [0.9431, -0.7918, -1.1287], [0.3277, 2.1138, -0.6450], [-0.0038, 0.8687, 0.1891], [-0.6794, -0.3216, -1.4820], [-0.5381, -1.5143, 0.3004]], "forces_ev_per_a": [[0.7, -1.4, -0.2], [-0.3, -0.1, -0.3], [0.6, 1.1, -0.6], [0.5, -0.5, -0.3], [0.2, 0.0, 0.0], [-0.7, 0.7, 1.6], [0.1, -0.7, -2.1], [-0.2, 0.8, 1.0], [-0.4, 0.5, 0.9], [0.2, 0.7, 0.0], [-0.2, 0.3, -1.2], [-0.1, 0.0, 0.3], [-0.8, 1.0, 1.1], [-0.3, -1.1, -2.1], [1.3, -0.1, 1.4], [-0.4, 0.0, -0.1], [-0.2, -1.1, 0.4]], "mulliken_spin": [0.0054, 0.0259, -0.0057, -0.2448, 0.0000, 0.1282, 0.1498, -0.3854, -0.2274, 0.1950, -0.0009, 0.0004, 0.0036, 0.6748, 0.6626, -0.0081, 0.0267]}

{"formula": "C39H106N6O16", "method": "ωB97M-V with the def2-TZVPD basis set", "smiles": "COC[C@H](C)N.COCCNCCOC.COCCNCCOC.COCCNCCOC.COCCNCCOC.COCCNCCOC.CO.CO.CO.CO.CO", "homo_lumo_gap_ha": 0.3220, "e_tot_ha": -3081.2578, "species": ["H", "O", "H", "H", "H", "H", "H", "H", "H", "C", "O", "H", "H", "H", "O", "O", "H", "H", "H", "H", "C", "H", "H", "H", "C", "C", "H", "O", "H", "H", "C", "H", "H", "C", "H", "H", "C", "C", "O", "C", "H", "H", "N", "H", "H", "C", "H", "H", "H", "C", "H", "H", "H", "C", "H", "H", "C", "O", "H", "O", "H", "H", "H", "H", "H", "H", "O", "H", "C", "H", "H", "O", "C", "H", "H", "N", "O", "C", "H", "H", "C", "H", "H", "H", "N", "C", "H", "N", "C", "H", "O", "C", "C", "H", "H", "H", "C", "H", "H", "H", "C", "C", "C", "H", "H", "C", "C", "H", "H", "H", "H", "H", "H", "H", "C", "H", "C", "O", "H", "H", "H", "H", "H", "H", "H", "C", "H", "C", "H", "C", "O", "H", "O", "H", "H", "H", "H", "H", "H", "H", "N", "H", "H", "H", "C", "H", "C", "H", "H", "C", "C", "H", "H", "H", "H", "C", "H", "C", "H", "N", "H", "H", "H", "C", "H", "H", "O"], "positions_angstrom": [[-1.5805, 6.3915, -10.7446], [-9.2330, 7.4242, -1.7159], [-9.7775, 7.2226, -2.4804], [6.6424, -14.1653, 4.9188], [2.0085, -10.1290, 4.7546], [-1.3537, 3.7645, 0.0567], [16.9535, -4.3270, -3.9043], [-4.0533, 2.4480, -5.2113], [7.9216, -13.9178, 3.8261], [-1.9524, -9.7607, -2.2034], [5.1328, 1.4173, 6.7714], [-1.9461, 5.1723, 2.5140], [5.3890, -12.1877, 5.8584], [2.3308, -8.4710, 4.9252], [14.9352, -4.7254, -4.0292], [-0.8288, 1.5450, 0.8370], [-0.1791, -0.2886, 1.3471], [-9.9408, 13.0345, 12.6532], [12.7983, -4.4875, -5.5857], [-8.6397, 6.4384, -0.0083], [7.1787, -13.3681, 4.4040], [16.4919, -5.4121, -5.1487], [-3.9711, 10.1788, -4.3307], [-10.9754, 11.7871, 12.0482], [-6.9294, 10.7098, 12.4792], [-0.5736, 6.2160, -11.1235], [-2.0175, 2.1033, -7.2057], [-2.9172, 1.9488, -6.9084], [0.1693, 3.9734, 2.6763], [14.8223, -2.6409, -4.3437], [-4.0112, 10.9585, -3.5700], [-6.0932, 9.0523, 9.3029], [1.3967, 9.0441, -5.2807], [5.1828, -10.1776, 4.9283], [-3.5310, -7.5825, -3.9100], [-8.6542, -2.6946, 3.7095], [-6.7069, -9.5205, -5.2398], [-4.6985, -9.4844, -3.8230], [-7.8406, -2.5106, 3.2342], [-11.8972, 13.4564, 14.0536], [12.6701, -4.2437, -3.0367], [16.6251, -5.9179, -3.3850], [2.7362, 8.7538, -10.9098], [-7.4972, 8.7861, 10.3567], [8.9856, -12.7118, 6.8499], [14.5558, -3.6277, -4.7221], [2.8388, -9.7178, 6.1248], [-7.4072, -8.9340, -4.6451], [-6.2482, 12.2152, 11.2016], [-7.2478, -12.8442, -3.2927], [-0.5828, 5.4048, -11.8515], [-5.3258, 10.6657, 11.1586], [0.9732, 9.3772, -9.8050], [-1.7080, 2.4494, 1.5538], [15.2222, -3.5594, -5.5820], [12.6948, -2.6676, -5.4098], [-7.9985, -3.2234, 2.0498], [-7.0360, 10.8282, 9.9978], [-8.8863, -2.8366, 1.5495], [-7.4163, -11.4347, -3.7193], [-5.0827, -8.1726, -5.3814], [6.0808, -9.9651, 4.3483], [-7.7536, -11.3865, -5.6441], [6.0788, 1.4951, 6.9149], [-6.1897, -13.0085, -3.0888], [6.7862, -11.8353, 3.2549], [8.6727, -3.9599, -3.2863], [-6.0857, -11.6096, -5.1634], [-6.3126, 11.1286, 11.1453], [-2.4883, -10.3672, -1.4733], [5.8417, 1.9485, 4.9055], [-0.1223, 7.4713, -11.6372], [0.1545, 4.2327, 1.6177], [4.9973, 0.3490, 5.0949], [-9.8973, 5.5723, -0.8120], [-2.1919, 4.7673, 1.6220], [-4.3411, 10.3852, -2.3343], [8.4266, -13.3290, 6.1466], [3.2531, 9.6187, -10.9793], [-2.6189, 2.0769, 1.0851], [1.8389, 8.7212, -9.7135], [-8.2119, -4.2260, 2.4206], [5.3521, -9.6820, 5.8842], [7.6991, -3.0115, -1.7230], [-5.3349, -9.1221, -5.1469], [1.1773, 7.2722, -12.2776], [-1.8855, -0.1936, 0.5654], [4.8734, -12.4823, 3.8341], [-3.0319, 2.4625, -5.5915], [4.1244, 1.8801, 5.0628], [4.0606, -9.5147, 4.3353], [7.8201, -3.9917, -2.1842], [16.2924, -5.1701, -4.1048], [3.0530, 10.0809, -8.5740], [-1.6167, -10.3961, -3.0228], [-8.2620, 5.7000, -1.5399], [-10.3787, 12.0712, 12.9150], [6.2455, -13.4148, 2.5544], [-8.5070, 11.3863, 11.3233], [10.3491, -4.7375, -2.2752], [-7.1008, 9.3923, 9.5421], [5.0416, 1.3953, 5.3973], [-9.2322, 11.0919, 13.3275], [7.9915, -4.7129, -1.3850], [10.6991, -4.6002, -4.6127], [-1.2901, 3.8254, 1.1432], [-6.9704, -10.9956, -4.9946], [-1.6531, 2.2290, 2.6199], [0.9481, 3.5974, 1.2242], [0.4678, 5.2713, 1.5116], [-8.8436, 11.3924, 14.3006], [2.7455, 8.6638, -13.0001], [7.6202, -13.7520, 6.7457], [-4.7467, 11.6781, -3.9295], [2.5642, 9.1185, -8.4225], [-2.7275, -8.8241, -4.5953], [2.7969, -9.4456, 5.0702], [7.8797, -12.4814, 5.2160], [-7.9049, -13.0930, -2.4594], [-2.7293, 3.5021, -5.7178], [1.4318, 9.4521, -12.2731], [-7.1045, -3.3320, 1.4358], [6.8208, -4.0329, -2.6177], [-4.3002, -10.4983, -3.7847], [10.2482, -3.0614, -2.0303], [-9.0464, 6.2277, -0.9974], [-7.4875, -13.5484, -4.0894], [2.0022, 9.3968, -6.1155], [-7.1261, 9.6426, 12.5817], [4.8628, -11.6734, 5.0543], [1.6053, 9.0161, -7.4097], [3.0198, 9.0382, -5.9606], [-11.2400, 12.1601, 14.0647], [-2.2161, 5.5195, 0.9484], [9.0366, -14.1012, 5.6778], [-2.4159, 1.9735, -4.8369], [-12.7858, 13.4763, 14.6845], [-3.0405, 11.4430, -3.4651], [-0.0263, 5.9908, -10.2082], [1.5608, 7.6830, -9.5321], [12.3690, -3.5505, -3.7066], [-5.4452, -9.3285, -3.0444], [10.4748, -2.9062, -4.7121], [-1.1616, -9.2657, -1.6396], [-1.1525, 0.1960, 1.2719], [1.7160, 6.4092, -11.8862], [-3.3805, -8.6487, -3.7404], [-5.2637, 10.1202, -2.3247], [-9.5550, 10.0708, 13.5307], [6.2635, -12.7745, 3.4362], [10.0640, -3.8204, -2.7906], [3.9045, -11.6998, 5.5731], [-6.3642, 11.0784, 13.3352], [2.0572, 10.4565, -5.8664], [-11.1838, 14.1313, 14.5266], [13.0680, -3.6072, -5.0023], [3.3702, 8.3891, -8.3421], [10.8843, -3.6785, -4.0610], [1.0000, 7.0006, -13.3182], [-8.2338, 11.3274, 12.2938], [4.3483, -11.9751, 3.1362], [-11.9389, 13.9132, 13.0649], [-6.9886, -9.4208, -6.2880], [2.0542, 8.5641, -12.1632], [-1.5493, 0.1340, 2.2852], [-7.7603, 9.2794, 8.6816], [-2.8165, -8.6608, -2.4497]], "forces_ev_per_a": [[-0.2, -0.1, -0.4], [-0.8, 0.4, 0.2], [0.0, 0.1, -0.1], [-0.1, 0.0, 0.8], [0.4, -0.5, -0.9], [0.2, 0.4, -0.1], [0.1, 0.3, 0.1], [-0.1, -0.2, -0.5], [0.3, -0.2, -0.3], [-0.5, 0.6, 2.0], [0.7, 0.6, 1.4], [0.1, -0.1, 0.1], [1.0, 0.1, -0.3], [0.6, 0.2, 0.2], [0.1, -2.5, 2.6], [0.3, -0.8, 1.7], [-0.3, -0.6, -0.6], [0.2, 0.1, 0.3], [-0.2, 0.0, -0.3], [0.0, 0.4, -0.1], [-0.3, -1.8, -0.8], [0.1, -0.6, 0.0], [0.3, 0.0, -0.2], [0.1, -0.5, -0.2], [-2.3, 0.3, -1.9], [-0.6, 1.2, 0.7], [0.0, 0.0, 0.0], [-0.4, -0.9, 0.1], [0.0, 0.3, 0.4], [0.0, 0.1, 1.5], [-0.1, -0.2, -0.6], [0.0, 0.0, -0.1], [-0.5, -0.8, -0.7], [-0.8, -0.2, 0.5], [-0.9, 0.3, 0.1], [0.2, 0.3, 0.4], [-0.6, -0.2, -0.6], [0.9, 1.4, -1.9], [0.7, 1.2, 0.9], [1.8, -0.1, 0.8], [-0.1, -0.4, -0.2], [-1.0, -0.3, -0.2], [0.2, -0.9, 1.5], [0.0, -0.1, 0.0], [0.5, -0.2, -0.1], [1.0, 2.2, -2.2], [0.7, 0.5, 0.3], [-0.2, 0.2, 0.3], [0.2, 0.0, -0.3], [0.5, 1.5, -1.7], [0.2, 0.0, 0.0], [0.5, 0.2, -0.6], [-0.3, -0.2, -0.2], [1.1, -1.7, -1.5], [-0.5, -0.3, -1.2], [0.7, -0.2, -1.0], [-0.8, -1.5, 0.3], [-0.9, -1.8, -1.7], [0.3, -0.1, -0.8], [-0.6, -0.2, 2.4], [-0.7, 0.0, 0.0], [-0.3, 0.0, -0.4], [0.1, 0.4, -0.7], [-0.1, -0.1, 0.7], [0.0, 0.0, 0.5], [0.1, 0.3, -1.0], [2.4, 0.2, 1.7], [0.5, 0.3, -0.7], [1.8, -1.0, 1.2], [0.2, -0.6, 0.0], [0.2, -0.2, -0.1], [1.4, -1.1, -0.5], [-0.1, -1.8, 0.1], [0.2, 0.0, -0.6], [-0.4, 0.3, -0.5], [-2.3, 2.0, 0.0], [-0.1, 0.0, 0.8], [0.8, 0.7, 2.2], [0.0, 0.1, 0.3], [-1.1, 1.2, 0.8], [1.0, 0.3, -0.3], [-0.2, -0.6, -0.8], [0.1, -0.4, 0.5], [0.8, 0.4, 0.4], [1.7, -1.6, 1.6], [-0.1, 1.3, 0.1], [0.3, -0.6, 0.1], [0.5, -0.1, 1.5], [0.3, 1.0, -0.3], [-0.2, 0.0, 0.1], [-1.2, 0.3, -0.2], [-1.9, 1.3, -0.4], [0.0, 1.9, -0.8], [-0.3, 0.5, 0.5], [-0.1, 0.5, -0.3], [0.0, -0.7, 0.2], [0.0, -1.0, 1.9], [0.0, 0.3, -0.1], [-0.3, -0.4, 0.3], [-0.1, -0.4, -0.1], [0.4, 1.6, 1.5], [-0.8, -0.2, -1.5], [-0.5, 1.7, -1.6], [0.2, -0.4, -0.4], [0.1, -0.3, -0.2], [2.2, -0.4, -0.3], [0.2, -2.6, 0.2], [-0.1, 0.3, 0.2], [-0.1, 0.0, -0.4], [-0.6, 0.0, -0.3], [0.1, 0.5, 0.0], [0.3, -0.5, 0.1], [0.0, -0.6, 0.1], [0.0, 0.3, 0.2], [0.3, -0.6, -1.4], [0.5, -1.1, 0.3], [0.5, -0.4, -0.2], [-1.0, 0.2, -0.5], [0.2, 0.6, 0.1], [0.0, 0.3, 0.9], [-0.9, -0.1, -0.5], [0.0, 0.7, 0.1], [-0.2, -1.0, 0.1], [-0.7, -0.4, -0.2], [-0.6, 0.7, -0.3], [1.3, -0.5, 0.1], [-0.3, 0.1, -0.4], [1.4, 0.1, 0.6], [0.8, -0.5, 0.1], [-0.4, 0.0, 1.1], [-0.8, 0.5, 0.6], [0.2, -0.2, 0.3], [-0.9, 1.2, -1.0], [-0.3, 0.3, 0.3], [0.2, -0.2, 0.2], [0.2, -0.2, -0.2], [-0.2, -0.3, -0.6], [-0.1, -0.1, -0.1], [0.5, -0.5, -0.2], [-0.5, 0.1, -0.3], [-2.2, 0.5, -1.3], [0.5, 0.2, 0.5], [0.6, 0.5, 0.3], [0.7, -0.6, -0.3], [1.0, 1.1, -0.4], [0.0, 0.0, 0.6], [-1.6, 1.4, 0.6], [0.0, 0.0, -0.1], [-0.3, -0.4, -0.7], [-0.9, 1.9, -1.3], [-0.8, -0.6, -1.4], [-0.7, 0.0, -0.7], [0.0, 0.2, 0.0], [-0.1, 0.6, -0.9], [0.1, 0.3, 0.4], [0.4, -0.1, 1.6], [0.3, -0.1, 0.6], [1.3, -0.9, 1.7], [0.0, 0.3, -0.3], [0.1, 0.0, 2.3], [0.3, -0.1, -0.4], [-0.9, -0.5, -0.3], [-0.2, 0.3, -0.1], [-1.3, 0.1, -0.3], [-0.3, 0.4, 0.0], [0.1, 0.6, 0.1], [0.4, -0.6, -1.6]], "mulliken_charge": [0.2586, -0.4959, 0.3000, 0.4179, 0.3078, 0.2893, 0.3247, 0.2195, 0.5530, -0.7575, -0.4827, 0.2660, 0.2510, 0.2801, -0.3333, -0.3316, 0.2654, 0.4481, 0.3069, 0.2153, -0.7426, 0.3212, 0.2331, 0.3158, -0.6060, -0.7118, 0.3029, -0.5050, 0.3419, 0.3323, -0.4654, 0.2837, 0.2626, -0.3435, 0.3982, 0.3140, -0.6554, -0.2389, -0.4959, -0.7954, 0.2735, 0.2524, -0.4127, 0.2648, 0.2661, -0.6316, 0.3469, 0.3140, 0.3168, -0.7005, 0.3051, 0.3936, 0.2950, -0.6171, 0.4680, 0.3370, -0.4960, -0.3721, 0.2173, -0.3664, 0.2533, 0.2524, 0.4272, 0.3168, 0.2842, 0.2947, -0.3051, 0.3879, -0.5868, 0.2691, 0.2565, -0.3373, -1.4037, 0.2213, 0.2486, -0.6611, -0.4970, -0.7675, 0.2468, 0.3382, -0.2822, 0.2289, 0.3514, 0.3314, -0.3568, -0.6452, 0.2812, -0.4119, -0.4764, 0.1836, -0.4125, -0.8165, -0.7756, 0.3286, 0.3468, 0.2503, -0.4493, 0.4261, 0.3244, 0.2955, -0.6471, -0.4955, -0.6855, 0.2962, 0.2989, 0.4440, -0.5848, 0.2739, 0.3424, 0.3647, 0.2400, 0.4148, 0.3412, 0.2347, -0.5692, 0.4023, -0.8073, -0.2952, 0.2427, 0.2353, 0.3810, 0.2316, 0.3021, 0.1279, 0.4166, -0.5185, 0.3164, -0.7605, 0.2756, -0.6000, -0.2694, 0.3092, -0.3730, 0.2555, 0.3041, 0.2238, 0.2537, 0.1980, 0.2835, 0.0409, -0.3943, 0.2743, 0.2961, 0.2734, -0.7866, 0.3814, -0.6754, 0.2968, 0.3110, -0.6880, -0.5207, 0.3741, 0.3766, 0.2909, 0.3250, -0.4990, 0.3798, -0.5768, 0.4597, -0.1877, 0.3018, 0.3353, 0.4224, -0.6497, 0.3375, 0.2384, -0.4043]}

{"formula": "CH24O11", "method": "ωB97M-V with the def2-TZVPD basis set", "de_lowest_kcal_mol": 0.0, "smiles": "CO.O.O.O.O.O.O.O.O.O.O", "homo_lumo_gap_ha": 0.3583, "e_tot_ha": -880.1168, "species": ["H", "H", "H", "O", "H", "O", "H", "H", "O", "H", "O", "H", "H", "O", "H", "O", "H", "H", "H", "H", "H", "H", "H", "O", "H", "H", "O", "O", "O", "O", "C", "H", "H", "H", "H", "H"], "positions_angstrom": [[-0.5567, 2.1479, -4.0462], [-0.5693, 2.4649, -2.5422], [0.3401, 0.5236, -0.9065], [-0.6693, 0.9204, 3.1171], [3.2592, 0.2850, -0.8711], [-3.3637, 0.8539, -0.3518], [-0.5777, 1.1660, 0.3623], [2.1861, -3.1061, 0.0215], [0.7252, -0.1262, 0.9555], [-2.8194, 2.7468, -0.8472], [1.8187, -2.5935, 0.7534], [-3.5440, -2.7400, -0.4646], [3.6097, 0.3908, 0.6635], [-2.6826, 3.6346, -1.2288], [-1.0203, -0.4780, -0.2640], [3.0093, 0.2920, 2.3612], [-1.8043, 3.9228, -0.9470], [-4.3152, 0.6892, -0.3691], [1.1532, -0.9848, 0.7667], [-1.4937, 0.5973, 3.4976], [2.0684, 0.4155, 2.0941], [-3.0611, 0.6521, 0.5419], [2.3135, -2.8473, 1.5454], [-2.5781, -2.7430, -0.4396], [3.0743, -0.5715, 2.7815], [2.9354, 1.5391, -2.6049], [-0.1274, 1.9191, -3.2107], [3.9976, 0.3511, -0.2377], [-0.8895, -2.9603, 1.7633], [2.4062, 0.7312, -2.5682], [-0.2196, 0.2217, -0.0223], [-0.0033, -2.8902, 1.3841], [-2.2804, -2.7099, -1.3644], [-0.3428, 0.2070, 2.5329], [-1.4960, -2.9386, 1.0022], [1.5176, 1.0173, -2.8580]], "forces_ev_per_a": [[0.1, -0.1, 0.2], [0.0, -0.2, -0.2], [-0.2, -0.4, -0.5], [-0.2, -0.3, -0.2], [0.3, 0.1, 0.4], [-0.1, 0.1, -0.1], [-0.9, 0.2, 0.0], [0.0, 0.2, 0.1], [0.2, -1.2, 0.6], [0.0, 0.3, -0.1], [0.2, -0.4, 0.1], [0.3, 0.0, -0.1], [0.3, -0.1, -0.6], [0.3, -0.3, 0.0], [0.2, -0.2, 0.4], [-0.5, 0.2, 0.1], [-0.3, -0.1, 0.1], [0.2, 0.1, 0.1], [-0.2, 0.4, -0.1], [0.2, 0.0, 0.0], [0.7, -0.2, 0.3], [-0.1, 0.0, 0.0], [0.0, 0.0, -0.3], [-0.2, 0.0, -0.6], [-0.1, 0.2, 0.0], [0.0, -0.2, 0.0], [-0.3, 0.2, 0.0], [-0.4, -0.1, 0.0], [-0.1, 0.0, -0.1], [-0.4, 0.3, -0.2], [0.8, 1.4, -0.5], [-0.2, -0.1, 0.0], [-0.2, 0.0, 0.5], [-0.1, 0.3, 0.3], [0.2, 0.0, 0.3], [0.4, -0.1, 0.1]], "mulliken_charge": [0.2902, 0.3085, 0.0621, -0.6301, 0.3685, -0.6505, 0.2538, 0.2506, -0.6047, 0.3816, -0.6138, 0.2901, 0.4213, -0.6597, 0.1953, -0.7203, 0.3170, 0.2755, 0.3327, 0.3005, 0.4891, 0.3380, 0.2871, -0.6439, 0.2662, 0.3179, -0.6261, -0.6861, -0.6697, -0.6683, -0.2710, 0.3501, 0.2845, 0.3496, 0.4085, 0.3056]}